C21H24OPReSe4Si | ωB97M-V/def2-TZVPD

```
53
Properties=species:S:1:pos:R:3:forces:R:3
C -2.89483 0.35008 0.20940 0.2 0.0 -0.1
C -0.11273 3.42088 1.48540 0.0 0.0 0.1
Si -0.02833 0.71408 0.41520 0.2 0.4 1.6
H -1.58993 -2.58022 -1.04550 0.0 0.0 0.0
C -1.33673 -3.12472 -1.95340 0.4 0.3 -0.3
H 2.69787 1.94848 0.30650 0.1 0.0 0.0
H 2.09407 0.64928 2.57480 0.1 0.1 0.1
C 2.60037 3.90898 1.16070 0.1 0.0 -0.1
H -0.20073 5.36538 2.36900 0.0 0.1 0.0
Se 2.49527 0.99158 -2.57200 1.0 0.0 0.2
C 2.05847 2.70408 0.74840 0.0 -0.1 0.1
C -4.18423 0.23658 0.69700 -0.1 -0.1 0.0
C -3.33143 0.27808 2.93530 0.0 0.0 0.1
H -5.01443 0.17418 0.01070 -0.1 0.0 -0.1
C 0.85867 -1.96352 0.84160 0.0 0.2 0.0
H 0.15757 -2.16602 0.04860 -0.1 -0.2 0.0
H 3.65557 4.09738 1.03000 0.1 0.0 0.0
O -0.45343 -0.67152 -2.77900 0.2 1.7 0.8
H -1.32903 -2.47212 -4.97430 0.0 0.0 0.0
C 1.04977 -0.63792 1.21980 -0.3 0.5 -0.5
C 0.43267 4.62228 1.90670 -0.1 0.1 0.0
C 2.41337 -2.71412 2.49730 0.1 0.0 0.0
C 1.78617 4.87238 1.73760 0.0 0.0 0.0
C 1.53737 -2.99352 1.46150 -0.1 -0.2 0.0
C -2.04353 0.40798 2.44580 0.1 0.0 -0.1
H -1.20973 0.47098 3.12930 0.1 0.0 0.2
Re 0.17587 1.30278 -1.93300 -0.9 -2.7 -0.9
H 2.94727 -3.51422 2.98720 0.0 -0.1 0.1
C -1.80793 0.46398 1.07320 0.7 0.1 -0.6
H 1.63577 -3.57292 -2.08660 0.1 -0.1 0.1
H 0.35617 -1.98932 -5.26040 0.0 0.0 0.0
H -1.16753 3.22908 1.62010 -0.1 0.0 0.0
H -2.23803 -3.24712 -2.54990 -0.1 0.0 0.0
Se 0.08647 3.66398 -2.60430 0.8 0.6 0.0
C -4.40633 0.20728 2.06350 0.0 0.0 -0.1
H 2.20487 5.81598 2.05200 0.0 0.1 0.1
H 1.83987 -1.87612 -1.56360 0.0 -0.2 -0.1
H -0.93343 -4.10112 -1.70410 0.0 -0.1 0.0
H -2.72123 0.34468 -0.86160 -0.1 0.0 0.0
C 0.69857 2.44028 0.92110 -0.5 -1.0 -0.3
Se 1.48227 2.35558 -4.16250 -0.5 0.5 -0.4
H 3.26157 -1.18292 3.72440 0.1 0.0 0.0
P -0.13163 -2.15002 -2.90930 0.2 -0.4 -0.3
C 1.93737 -0.37072 2.25750 -0.1 0.1 -0.1
H 1.36807 -4.01432 1.15670 0.0 -0.2 0.0
C 2.60567 -1.40212 2.89530 0.1 0.0 0.2
H -3.49963 0.23738 4.00030 0.0 0.0 0.1
H -0.02053 -3.65992 -4.78790 0.0 -0.1 0.0
C -0.29743 -2.61732 -4.65670 0.0 0.1 0.6
H -5.41233 0.12538 2.44550 -0.1 0.0 0.1
Se -1.89763 2.51308 -2.39930 -0.7 0.3 -0.2
C 1.57427 -2.53312 -2.39430 -0.6 0.2 -0.2
H 2.25127 -2.35742 -3.22970 0.0 0.0 0.0
```
Positions in Å, forces in eV/Å.

Output
Spin multiplicity: 4
Frontier orbital gap (alpha / beta): 6.23 / 6.48 eV
Net charge: +1
E_HOMO (alpha / beta): -0.40047 / -0.41093 hartree
<S²>: 3.788
F_max: 3.02 eV/A